Entry 1:
C47H44BrCuN4O2PSi as an isolated structure at a distorted geometry. Source: OMol25; level of theory: ωB97M-V/def2-TZVPD.

Calculated values
**Total charge**: -1
**Gap between HOMO and LUMO (spin up / spin down)**: 4.354 / 2.544 eV
**Total energy**: -7032.17337 Ha
**HOMO energy (spin up / spin down)**: -2.44 / -1.20 eV

Geometry (Å):
Cu1 -0.013 -1.004 0.672
Br1 -5.240 3.178 -5.316
C1 -6.030 2.121 -3.943
C2 -6.495 2.778 -2.772
C3 -7.014 2.073 -1.741
C4 -6.888 0.661 -1.798
C5 -6.663 0.009 -3.002
C6 -6.207 0.732 -4.080
N1 -6.565 0.128 -0.590
N2 -6.196 -1.122 -0.583
C7 -5.109 -1.510 0.163
C8 -4.766 -2.881 0.044
C9 -3.456 -3.285 0.141
C10 -2.394 -2.392 0.403
O1 -1.158 -2.703 0.358
C11 -2.773 -1.040 0.814
N3 -1.754 -0.176 1.145
C12 -2.122 1.085 1.425
C13 -3.444 1.492 1.570
C14 -4.480 0.627 1.310
C15 -4.149 -0.621 0.782
H1 -6.432 3.892 -2.784
H2 -7.315 2.530 -0.806
H3 -6.762 -1.078 -3.008
H4 -5.879 0.260 -5.006
H5 -5.585 -3.571 -0.202
H6 -3.238 -4.340 -0.062
H7 -1.351 1.815 1.638
H8 -3.579 2.535 1.878
H9 -5.542 0.881 1.367
C16 0.654 -2.913 3.425
C17 0.226 -1.493 3.808
C18 -0.308 -1.406 5.273
C19 1.435 -0.553 3.661
C20 1.239 0.900 4.161
O2 0.918 1.668 2.938
C21 1.342 0.926 1.868
N4 1.826 -0.344 2.206
C22 1.364 1.820 0.654
C23 1.400 3.188 0.969
C24 0.994 4.125 0.047
C25 0.662 3.729 -1.247
C26 0.738 2.380 -1.633
C27 1.049 1.405 -0.708
P1 1.145 -0.246 -1.378
C28 2.359 -0.197 -2.756
C29 3.673 -0.628 -2.534
C30 4.624 -0.494 -3.533
C31 4.329 0.125 -4.737
C32 3.020 0.499 -4.995
C33 2.050 0.327 -4.023
C34 -0.301 -0.608 -2.400
C35 -0.252 -1.830 -3.053
C36 -1.353 -2.327 -3.729
C37 -2.483 -1.548 -3.865
C38 -2.565 -0.292 -3.237
C39 -1.468 0.168 -2.521
H10 -0.239 -3.508 3.347
H11 1.336 -3.366 4.185
H12 1.122 -2.969 2.440
H13 -0.635 -1.232 3.149
H14 0.454 -1.579 6.070
H15 -1.074 -2.150 5.440
H16 -0.767 -0.414 5.486
H17 2.297 -0.981 4.254
H18 2.231 1.297 4.514
H19 0.510 1.070 4.944
H20 1.719 3.492 1.986
H21 0.881 5.175 0.350
H22 0.337 4.427 -2.002
H23 0.524 2.157 -2.668
H24 3.957 -1.086 -1.603
H25 5.643 -0.874 -3.385
H26 5.135 0.278 -5.472
H27 2.740 0.899 -5.978
H28 1.038 0.606 -4.275
H29 0.677 -2.418 -3.030
H30 -1.307 -3.352 -4.075
H31 -3.368 -1.913 -4.404
H32 -3.432 0.337 -3.354
H33 -1.517 1.131 -2.010
C40 3.243 -2.462 0.565
Si1 3.475 -1.185 1.897
C41 4.196 -2.045 3.392
C42 4.695 0.196 1.561
C43 4.672 1.072 0.477
C44 5.317 2.319 0.519
C45 5.935 2.747 1.686
C46 6.050 1.842 2.725
C47 5.562 0.547 2.613
H34 4.220 -2.807 0.172
H35 2.694 -2.070 -0.292
H36 2.668 -3.332 0.953
H37 5.230 -2.442 3.120
H38 3.593 -2.905 3.716
H39 4.340 -1.377 4.252
H40 4.052 0.849 -0.397
H41 5.310 2.921 -0.381
H42 6.331 3.758 1.834
H43 6.523 2.080 3.672
H44 5.912 -0.187 3.334

These are the Löwdin partial charges, in e, on atoms 1 to 4: Cu 0.24; Br 0.66; C -0.71; C -0.16



Entry 2:
C47H44CoN3O4P3S2 as an isolated structure at a distorted geometry. Source: OMol25; level of theory: ωB97M-V/def2-TZVPD.

Calculated values
**Total charge**: -1
**Gap between HOMO and LUMO (spin up / spin down)**: 5.657 / 5.627 eV
**Total energy**: -5485.57088 Ha
**Spin multiplicity**: 3
**HOMO energy (spin up / spin down)**: -3.99 / -3.96 eV

Geometry (Å):
Co1 -0.945 -0.171 -0.478
C1 0.380 -3.990 -2.116
C2 0.283 -2.765 -1.552
N1 -0.814 -2.073 -1.375
C3 -2.001 -2.410 -1.771
C4 -2.109 -3.715 -2.534
C5 -1.008 -4.484 -2.694
C6 -3.407 -4.031 -2.913
C7 -4.626 -3.329 -2.477
C8 -4.415 -2.195 -1.798
C9 -3.156 -1.684 -1.288
N2 -2.829 -0.590 -0.541
C10 -3.516 0.138 0.286
C11 -4.819 -0.012 0.811
C12 -5.358 0.835 1.700
C13 -4.696 2.051 2.073
C14 -3.378 2.148 1.812
C15 -2.651 3.214 2.241
C16 -1.258 3.359 1.878
C17 -0.723 2.344 1.129
N3 -1.510 1.311 0.541
C18 -2.784 1.218 0.847
H1 1.238 -4.651 -2.106
H2 1.098 -2.328 -1.076
H3 -0.858 -5.242 -3.469
H4 -3.522 -4.943 -3.500
H5 -5.524 -3.425 -2.987
H6 -5.283 -1.580 -1.616
H7 -5.554 -0.913 0.322
H8 -6.357 0.745 2.020
H9 -5.179 2.868 2.598
H10 -3.141 3.989 2.818
H11 -0.794 4.101 2.627
H12 0.295 2.339 0.635
C19 0.050 4.795 -5.888
C20 -0.493 4.574 -4.535
O1 -0.302 3.219 -4.151
P1 -1.334 2.583 -3.019
S1 -0.580 0.774 -2.931
S2 -1.623 3.686 -1.406
O2 -2.735 2.683 -3.861
C21 -3.350 1.551 -4.502
C22 -3.937 0.510 -3.607
H13 -0.022 5.889 -6.191
H14 -0.567 4.269 -6.621
H15 1.082 4.492 -5.942
H16 -1.534 4.776 -4.481
H17 -0.179 5.353 -3.803
H18 -2.464 1.142 -5.108
H19 -4.118 1.925 -5.135
H20 -3.349 0.462 -2.675
H21 -3.887 -0.479 -4.087
H22 -5.134 0.762 -3.215
O3 1.069 0.139 -0.638
P2 2.354 0.240 0.154
C23 2.361 -0.313 1.831
P3 0.793 -0.909 2.464
O4 -0.489 -1.083 1.617
C24 1.136 -2.781 2.648
C25 0.024 -3.592 2.819
C26 0.122 -5.105 2.824
C27 1.357 -5.790 2.700
C28 2.487 -4.745 2.683
C29 2.388 -3.298 2.715
C30 0.245 -0.460 4.048
C31 1.024 -0.926 5.132
C32 0.602 -0.610 6.429
C33 -0.353 0.376 6.533
C34 -1.052 0.891 5.438
C35 -0.781 0.423 4.168
C36 3.336 1.836 0.206
C37 2.918 2.655 1.231
C38 3.705 3.709 1.478
C39 4.960 4.050 0.631
C40 5.238 3.265 -0.490
C41 4.391 2.038 -0.702
C42 3.469 -0.701 -0.834
C43 3.278 -0.742 -2.180
C44 4.203 -1.224 -3.099
C45 5.327 -1.869 -2.800
C46 5.621 -1.745 -1.331
C47 4.728 -1.223 -0.359
H23 2.978 -0.274 2.644
H24 3.807 2.634 10.795
H25 -0.967 -3.200 3.034
H26 -0.789 -5.716 2.760
H27 1.431 -6.958 3.103
H28 3.391 -5.159 2.195
H29 3.270 -2.827 2.631
H30 1.801 -1.665 4.994
H31 1.212 -1.058 7.212
H32 -0.269 0.918 7.584
H33 -1.835 1.705 5.604
H34 -1.155 0.783 3.199
H35 2.093 2.477 1.970
H36 3.918 4.385 2.497
H37 5.592 4.806 0.725
H38 6.032 3.584 -1.278
H39 4.690 1.506 -1.619
H40 2.425 -0.374 -2.652
H41 3.475 -1.348 -3.924
H42 6.233 -2.617 -3.219
H43 6.571 -1.934 -1.058
H44 5.030 -1.267 0.596

These are the Löwdin partial charges, in e, on atoms 1 to 4: Co 0.40; C 0.03; C -0.15; N 0.06



Energy above the lowest of the compared OMol25 structures with the same formula, charge and spin: 0.0; 929.3 (kJ/mol)
Molecular weight: 899.4; 930.9 (g mol⁻¹)